Entry from OMol25: a cluster of 9 separate species, C72H150F9N6O8S2 in total (ωB97M-V/def2-TZVPD).

Atoms and positions in Å:
C1 -3.6269 -3.1036 -9.8137
C2 -2.9516 -2.3511 -8.5631
C3 -2.0043 -3.3592 -7.8860
C4 -1.5169 -2.7627 -6.5863
N1 -0.8034 -3.7970 -5.7376
C5 -0.0543 -3.1163 -4.5815
C6 -1.1675 -2.7599 -3.5673
C7 -2.1054 -3.9501 -3.6389
C8 -1.8063 -4.6495 -4.9637
C9 0.2936 -4.6440 -6.5360
C10 1.3279 -3.7607 -7.1448
C11 2.8458 -4.1089 -7.2264
H1 -3.0090 -3.2105 -10.7053
H2 -4.4082 -2.4535 -10.2076
H3 -4.1914 -4.0113 -9.6007
H4 -3.7663 -2.0262 -7.9161
H5 -2.3533 -1.5107 -8.9151
H6 -1.2501 -3.8429 -8.5067
H7 -2.6883 -4.1784 -7.6644
H8 -2.1399 -2.1339 -5.9503
H9 -0.7567 -2.0912 -6.9853
H10 0.6368 -3.8485 -4.1639
H11 0.3763 -2.1705 -4.9103
H12 -0.8779 -2.7033 -2.5179
H13 -1.4730 -1.7219 -3.6987
H14 -2.0603 -4.6168 -2.7777
H15 -3.1287 -3.5799 -3.5767
H16 -1.2959 -5.6078 -4.8673
H17 -2.6715 -4.7171 -5.6231
H18 -0.2336 -5.3003 -7.2283
H19 0.7790 -5.4494 -5.9849
H20 1.2541 -2.7135 -6.8515
H21 1.1430 -3.6514 -8.2134
H22 3.2359 -4.0955 -8.2442
H23 3.1390 -5.0889 -6.8499
H24 3.5208 -3.4497 -6.6805
C12 8.9707 4.5206 3.5592
C13 8.6860 3.2177 2.7164
C14 7.5538 2.3937 3.2562
C15 6.1214 2.8518 2.7889
N2 4.9069 1.9412 3.2160
C16 4.8918 1.5108 4.7096
C17 5.0522 0.0092 4.8586
C18 4.5231 -0.5084 3.5482
C19 5.0171 0.5836 2.5472
C20 3.5520 2.5878 2.8046
C21 3.5907 3.1366 1.3844
C22 2.0997 3.5154 1.0759
H25 9.8346 5.0611 3.1725
H26 9.3285 4.3280 4.5706
H27 8.1712 5.2496 3.4278
H28 9.5596 2.5772 2.5953
H29 8.4394 3.5363 1.7036
H30 7.5277 2.2595 4.3376
H31 7.7265 1.3668 2.9341
H32 5.9586 3.1590 1.7558
H33 5.8893 3.7373 3.3805
H34 3.8532 1.6283 5.0189
H35 5.5502 2.1674 5.2783
H36 4.4255 -0.2990 5.6955
H37 6.0965 -0.2815 4.9731
H38 3.4342 -0.5206 3.5007
H39 5.0002 -1.4198 3.1879
H40 4.4225 0.4319 1.6463
H41 6.0438 0.3132 2.3004
H42 3.3792 3.3984 3.5125
H43 2.7933 1.8093 2.8849
H44 4.1755 2.5478 0.6778
H45 4.1501 4.0650 1.2689
H46 1.8191 4.0350 0.1597
H47 1.4919 4.1147 1.7539
H48 1.5148 2.5956 1.0803
C23 7.3318 3.2349 -4.4492
C24 6.1124 4.0816 -4.6645
C25 4.8326 3.2250 -4.4627
C26 3.4802 3.8926 -4.8488
N3 2.2995 2.9564 -4.4986
C27 2.3470 1.6018 -5.2408
C28 1.7617 0.5538 -4.3254
C29 2.1496 1.0325 -2.9755
C30 2.1394 2.5825 -3.0103
C31 0.9575 3.5921 -5.0493
C32 0.5605 5.0166 -4.6024
C33 -0.8765 5.3259 -4.9133
H49 7.8887 2.8007 -5.2795
H50 7.0836 2.5177 -3.6669
H51 8.0382 3.9182 -3.9779
H52 5.9982 4.4651 -5.6784
H53 6.1705 4.9466 -4.0039
H54 4.8329 2.6810 -3.5181
H55 4.9820 2.4870 -5.2508
H56 3.5530 4.0034 -5.9307
H57 3.3638 4.8612 -4.3625
H58 1.8958 1.6205 -6.2329
H59 3.3825 1.2813 -5.3555
H60 0.6955 0.5919 -4.5489
H61 2.1664 -0.4200 -4.6011
H62 1.3337 0.6350 -2.3719
H63 3.1608 0.8734 -2.6009
H64 1.1414 2.9108 -2.7200
H65 2.7866 3.0724 -2.2828
H66 0.2305 2.8790 -4.6606
H67 1.0113 3.6500 -6.1365
H68 1.2438 5.6665 -5.1490
H69 0.7044 5.0021 -3.5221
H70 -1.2245 5.2151 -5.9403
H71 -1.1302 6.3581 -4.6715
H72 -1.6199 4.7988 -4.3154
C34 4.1603 -3.3813 5.7077
C35 4.4828 -4.1801 4.4275
C36 3.4607 -5.2213 4.0269
C37 2.0736 -4.5886 3.6482
N4 1.0506 -5.5945 3.0247
C38 0.5696 -6.7788 3.9548
C39 0.5759 -7.9471 2.9872
C40 1.7972 -7.7561 2.0090
C41 1.5902 -6.2357 1.7226
C42 -0.1997 -4.7317 2.5782
C43 -1.3396 -5.5558 1.8648
C44 -2.4178 -4.6876 1.1872
H73 3.2048 -2.8595 5.7608
H74 5.0815 -2.9851 6.1351
H75 4.0075 -4.1075 6.5061
H76 5.5035 -4.5548 4.5033
H77 4.6693 -3.4086 3.6804
H78 3.4873 -5.7937 4.9542
H79 3.8552 -5.8331 3.2157
H80 2.2621 -3.7280 3.0064
H81 1.6669 -4.2709 4.6083
H82 -0.2439 -6.4846 4.6180
H83 1.3274 -6.9546 4.7183
H84 -0.3842 -8.1010 2.4946
H85 0.8912 -8.7652 3.6348
H86 1.7493 -8.3521 1.0977
H87 2.7651 -7.8224 2.5058
H88 1.0279 -6.0093 0.8167
H89 2.5791 -5.7877 1.6260
H90 0.2673 -3.9731 1.9501
H91 -0.6340 -4.3630 3.5075
H92 -1.8846 -6.0754 2.6529
H93 -1.0052 -6.2355 1.0810
H94 -1.9842 -3.8598 0.6260
H95 -3.1340 -4.3570 1.9394
H96 -3.0749 -5.2620 0.5343
C45 -8.8093 6.8349 4.5608
C46 -7.6540 6.3945 3.6134
C47 -8.0463 5.9339 2.2237
C48 -7.2773 4.6295 1.8558
N5 -7.2090 4.2242 0.3699
C49 -8.5729 4.0755 -0.2879
C50 -8.4271 4.3190 -1.8459
C51 -7.2026 5.2019 -1.9775
C52 -6.6470 5.3397 -0.5758
C53 -6.3918 2.9213 0.2007
C54 -6.9693 1.7913 1.1021
C55 -6.4424 0.4222 0.8715
H97 -9.5443 7.5518 4.1947
H98 -8.4054 7.4224 5.3852
H99 -9.2661 5.9156 4.9274
H100 -7.3278 5.5393 4.2054
H101 -6.7492 7.0011 3.5754
H102 -7.8153 6.8012 1.6053
H103 -9.1197 5.8037 2.0854
H104 -7.7057 3.7444 2.3260
H105 -6.2219 4.6066 2.1272
H106 -9.0837 3.1367 -0.0737
H107 -9.2691 4.8565 0.0178
H108 -8.3000 3.4362 -2.4725
H109 -9.2945 4.8670 -2.2141
H110 -6.5497 4.6657 -2.6662
H111 -7.4477 6.1475 -2.4613
H112 -5.5638 5.2415 -0.6468
H113 -6.7522 6.3791 -0.2647
H114 -5.3463 3.0834 0.4630
H115 -6.3159 2.6162 -0.8430
H116 -8.0405 1.8204 0.9030
H117 -6.8755 2.0756 2.1502
H118 -6.7013 -0.2552 1.6853
H119 -5.3725 0.2348 0.9628
H120 -6.6127 -0.0690 -0.0865
C56 1.3376 -1.6647 7.5746
C57 1.7448 -0.5714 6.5774
C58 0.6582 0.5015 6.4871
C59 -0.3225 0.1789 5.3171
N6 -1.5692 1.1545 5.0915
C60 -2.3887 0.6488 3.8468
C61 -2.6928 1.9923 3.0760
C62 -2.0999 3.1229 3.7969
C63 -0.9921 2.4096 4.5638
C64 -2.5314 1.2554 6.3021
C65 -2.7872 -0.0666 7.0746
C66 -3.9045 0.0664 8.1580
H121 2.0646 -2.4398 7.8171
H122 0.4841 -2.1548 7.1061
H123 0.9263 -1.3239 8.5248
H124 1.8793 -0.8811 5.5410
H125 2.5807 -0.0160 7.0027
H126 1.1638 1.3866 6.1011
H127 0.0962 0.7299 7.3926
H128 -0.9389 -0.6976 5.5166
H129 0.1773 -0.0617 4.3788
H130 -3.2278 0.0221 4.1488
H131 -1.6935 0.0719 3.2369
H132 -3.7809 2.0214 3.0201
H133 -2.2787 1.9135 2.0708
H134 -2.8456 3.5673 4.4561
H135 -1.7377 3.8725 3.0932
H136 -0.6621 2.9940 5.4227
H137 -0.0846 2.1824 4.0044
H138 -3.4612 1.6601 5.9024
H139 -2.1755 2.0280 6.9837
H140 -1.8761 -0.4448 7.5382
H141 -2.9201 -0.8194 6.2976
H142 -3.9007 -0.8618 8.7294
H143 -4.8260 0.0307 7.5768
H144 -3.8594 1.0003 8.7182
C67 0.7348 -0.5154 0.5465
O1 -0.5053 -1.0695 -0.1154
O2 0.6570 -0.6726 1.9650
C68 1.9991 -1.3043 -0.0877
F1 3.0798 -0.5650 -0.2391
F2 2.2986 -2.3641 0.5981
F3 1.8261 -1.9206 -1.2977
C69 -1.6891 -0.2328 0.0306
C70 -2.6394 -0.8410 -0.9934
H145 -2.2969 -0.6486 -2.0101
H146 -2.7341 -1.9081 -0.7922
H147 -3.6238 -0.4603 -0.7210
H148 -1.5674 0.7862 -0.3369
H149 -2.0995 -0.3174 1.0368
H150 0.8903 0.5372 0.3101
C71 3.3240 -5.1186 -3.0679
F4 2.6351 -5.6313 -4.0918
F5 4.2730 -4.3477 -3.6209
F6 2.5178 -4.3642 -2.3296
S1 4.0396 -6.6845 -1.9953
O3 4.2425 -7.8019 -2.9675
O4 5.2409 -6.2868 -1.2874
O5 2.9670 -7.0360 -1.0862
C72 -2.6223 1.0820 -4.9124
F7 -3.2042 -0.1037 -4.7724
F8 -3.4961 2.0477 -4.7998
F9 -1.5131 1.1840 -4.0913
S2 -1.9416 1.1423 -6.7676
O6 -1.6062 2.5423 -7.1298
O7 -0.7196 0.3660 -6.7215
O8 -3.0432 0.5952 -7.5844

Computed properties:
Calculated total energy   -5457.76692 hartree
Energy relative to the best compared isomer or geometry (same formula, charge and spin)   139.7 kcal/mol
LUMO   -5.70 eV
Kohn-Sham gap   5.94 eV
Charge   +3

Results of the Mulliken charge analysis, in e, for atoms 1 through 99: atom 1 (C): -1.5123, atom 2 (C): -0.1593, atom 3 (C): -0.7285, atom 4 (C): -0.4082, atom 5 (N): 0.4660, atom 6 (C): -0.3339, atom 7 (C): 1.3059, atom 8 (C): -0.8700, atom 9 (C): -0.6998, atom 10 (C): -1.0200, atom 11 (C): -0.0173, atom 12 (C): -1.3369, atom 13 (H): 0.3487, atom 14 (H): 0.4434, atom 15 (H): 0.3799, atom 16 (H): 0.3603, atom 17 (H): 0.2746, atom 18 (H): 0.3401, atom 19 (H): 0.2406, atom 20 (H): 0.3968, atom 21 (H): -0.1166, atom 22 (H): 0.3213, atom 23 (H): 0.1226, atom 24 (H): -0.0993, atom 25 (H): -1.1277, atom 26 (H): 0.4309, atom 27 (H): 0.3247, atom 28 (H): 0.5028, atom 29 (H): 0.3139, atom 30 (H): 0.6676, atom 31 (H): 0.6939, atom 32 (H): 0.0586, atom 33 (H): 0.4525, atom 34 (H): 0.3454, atom 35 (H): 0.3295, atom 36 (H): 0.2862, atom 37 (C): -1.2179, atom 38 (C): -0.7292, atom 39 (C): -0.4994, atom 40 (C): -1.0792, atom 41 (N): 1.2227, atom 42 (C): -0.8495, atom 43 (C): -0.3966, atom 44 (C): 0.4914, atom 45 (C): -0.8689, atom 46 (C): -0.6643, atom 47 (C): -0.9903, atom 48 (C): -0.9901, atom 49 (H): 0.4003, atom 50 (H): 0.3307, atom 51 (H): 0.3112, atom 52 (H): 0.3849, atom 53 (H): 0.2875, atom 54 (H): 0.4614, atom 55 (H): 0.3741, atom 56 (H): 0.5610, atom 57 (H): 0.5246, atom 58 (H): -0.0394, atom 59 (H): 0.4842, atom 60 (H): 0.2449, atom 61 (H): 0.4543, atom 62 (H): -0.4459, atom 63 (H): 0.2444, atom 64 (H): -0.2211, atom 65 (H): 0.6016, atom 66 (H): 0.6524, atom 67 (H): 0.1082, atom 68 (H): 0.7653, atom 69 (H): 0.4851, atom 70 (H): 0.3864, atom 71 (H): 0.4517, atom 72 (H): -0.2222, atom 73 (C): -1.2242, atom 74 (C): -0.5131, atom 75 (C): -0.6557, atom 76 (C): -0.7460, atom 77 (N): 1.2400, atom 78 (C): -1.2803, atom 79 (C): 0.2961, atom 80 (C): 1.0642, atom 81 (C): -1.4694, atom 82 (C): -0.5435, atom 83 (C): -0.3135, atom 84 (C): -1.4051, atom 85 (H): 0.3264, atom 86 (H): 0.3295, atom 87 (H): 0.3532, atom 88 (H): 0.3046, atom 89 (H): 0.4065, atom 90 (H): 0.2892, atom 91 (H): 0.2476, atom 92 (H): 0.3892, atom 93 (H): 0.4930, atom 94 (H): 0.2674, atom 95 (H): 0.3888, atom 96 (H): -0.6127, atom 97 (H): 0.6534, atom 98 (H): -0.6484, atom 99 (H): 0.4197